(1)
# C4H8OS2

The molecule C4H8OS2 at a distorted geometry (ωB97M-V/def2-TZVPD, OMol25).

```
15
Properties=species:S:1:pos:R:3:forces:R:3
C -0.619 -0.506 -1.467 -1.799 -1.723 1.471
C 0.955 -0.459 0.145 -4.396 -0.731 -0.508
C -1.275 -0.015 -0.035 3.644 -0.239 -0.790
C 1.747 0.494 0.889 0.664 2.636 -1.320
O 0.715 -0.222 -1.223 1.636 0.559 -0.244
S -1.296 1.779 0.098 0.280 -1.076 -0.374
S -2.556 -0.989 0.570 -1.438 -1.061 -1.739
H -0.740 -1.639 -1.661 -0.127 1.436 0.815
H -1.066 -0.046 -2.364 0.676 0.435 0.358
H 0.908 -1.531 0.501 0.210 1.185 -0.739
H 1.908 0.046 1.829 1.201 -0.356 1.067
H 1.334 1.536 1.137 -0.511 -1.405 -0.543
H 2.620 0.862 0.248 -0.399 -1.067 1.126
H -0.098 1.698 -0.534 -0.294 0.808 0.090
H -2.537 -1.006 1.866 0.654 0.600 1.330
```
Forces are in eV/Å.

- HOMO (alpha / beta): -0.2748 / -0.2727 Eh
- Strongest force on any atom: 4.49 eV/Å
- Energy relative to the best compared isomer or geometry (same formula, charge and spin): 4.270 eV
- Energy: -1028.666135 Ha
- Orbital gap (alpha / beta): 7.63 / 7.72 eV

***

(2)
# C18H19BF16NO6

A cluster of 3 separate species, C18H19BF16NO6 in total (ωB97M-V/def2-TZVPD, OMol25).

```
61
Properties=species:S:1:pos:R:3:forces:R:3
C -1.917 1.683 4.323 0.149 -0.035 -0.174
C -2.625 2.642 3.385 0.017 -0.076 0.214
O -1.915 2.699 2.125 -0.379 0.095 0.202
B -2.567 3.290 1.076 0.188 0.612 -0.174
O -2.424 4.607 0.740 0.390 -0.557 0.152
O -3.432 2.510 0.300 -0.064 -0.044 -0.150
C -3.572 1.200 0.574 0.143 -0.035 0.140
O -4.582 0.691 0.936 -0.284 -0.059 0.045
C -2.327 0.385 0.372 0.450 -0.265 -0.214
C -1.470 0.628 -0.707 -0.308 -0.029 0.433
C -0.337 -0.138 -0.833 -0.027 0.077 -0.012
N -0.079 -1.088 0.076 0.082 0.046 0.061
C -0.884 -1.360 1.116 -0.224 0.181 0.051
C -2.044 -0.638 1.280 0.112 0.136 -0.308
H -1.415 0.906 3.741 -0.083 0.002 0.050
H -1.162 2.190 4.919 0.058 -0.003 0.022
H -2.625 1.206 4.996 -0.019 0.037 0.089
H -3.655 2.317 3.209 -0.006 -0.011 -0.067
H -2.652 3.648 3.803 -0.082 0.010 0.001
H -1.925 4.762 -0.066 -0.249 0.298 -0.182
H -1.683 1.417 -1.415 0.048 -0.055 -0.015
H 0.379 0.007 -1.629 0.047 -0.134 0.039
H 0.780 -1.615 -0.016 0.009 -0.098 -0.054
H -0.575 -2.135 1.803 0.079 -0.035 -0.116
H -2.708 -0.839 2.109 0.006 -0.011 -0.035
C 4.297 3.636 0.860 0.122 0.292 -0.334
C 5.167 2.861 1.857 -0.079 -0.026 0.067
C 5.448 1.385 1.553 0.055 0.037 0.007
F 4.287 0.685 1.489 0.025 -0.040 0.003
F 6.197 0.874 2.545 -0.028 -0.048 -0.009
F 4.674 2.989 3.103 0.032 0.007 -0.015
F 6.391 3.456 1.813 0.037 0.052 0.018
O 2.926 3.779 1.195 0.069 -0.125 0.352
C 1.988 2.869 0.870 -0.105 0.032 -0.011
C 1.316 2.256 2.106 -0.128 0.053 0.010
F 2.207 1.672 2.917 0.026 -0.051 -0.024
F 0.460 1.291 1.656 0.065 -0.110 0.102
F 2.440 1.903 0.041 0.017 -0.012 -0.054
F 0.985 3.508 0.204 -0.039 0.012 -0.152
H 4.681 4.653 0.888 -0.007 0.004 -0.002
H 4.430 3.263 -0.155 -0.019 -0.125 0.051
H 5.982 1.285 0.605 -0.012 -0.026 0.000
H 0.751 3.013 2.650 -0.034 -0.020 -0.033
C -2.183 -4.787 -3.851 -0.439 -0.025 -0.260
C -1.753 -5.178 -2.432 0.132 -0.003 0.015
C -1.608 -4.049 -1.408 -0.016 -0.084 0.018
F -0.648 -3.170 -1.800 -0.032 0.085 0.103
F -1.218 -4.561 -0.218 -0.002 0.059 0.006
F -0.627 -5.910 -2.452 -0.032 -0.002 -0.009
F -2.763 -5.945 -1.934 -0.028 -0.048 -0.001
O -1.162 -4.627 -4.812 0.406 -0.162 0.340
C -0.526 -3.441 -5.010 -0.089 0.006 -0.173
C 0.986 -3.540 -4.752 -0.011 -0.031 -0.046
F 1.226 -3.994 -3.505 0.004 0.020 0.023
F 1.514 -2.299 -4.858 0.045 0.010 0.014
F -1.073 -2.439 -4.284 0.000 0.046 0.005
F -0.656 -3.112 -6.310 -0.092 0.120 -0.054
H -2.757 -5.642 -4.204 0.009 -0.004 -0.014
H -2.856 -3.930 -3.832 0.050 0.032 0.103
H -2.555 -3.521 -1.269 0.020 0.030 -0.057
H 1.447 -4.205 -5.483 0.027 -0.003 0.011
```
Forces are in eV/Å.

- HOMO: -0.5045 Eh
- Strongest force on any atom: 0.70 eV/Å
- Charge: +1
- Energy: -2826.126892 Ha
- Orbital gap: 9.07 eV

***

(3)
# C7H13N

A cluster of 2 separate species, C7H13N in total at a distorted geometry (ωB97M-V/def2-TZVPD, OMol25).

```
21
Properties=species:S:1:pos:R:3:forces:R:3
C -1.544 -0.143 -0.560 -1.647 -0.602 0.680
C -1.384 1.371 -0.435 -0.643 0.005 0.122
C 0.060 1.884 -0.570 -0.734 0.902 -1.660
C 1.261 -2.434 1.341 2.560 1.267 -0.796
C 1.803 -1.224 0.849 -1.424 -3.210 1.052
C 1.357 -0.133 0.137 1.065 -1.377 -0.104
C 1.056 1.136 0.333 -4.942 1.101 0.313
N -0.879 -0.815 -1.667 3.278 -0.016 1.086
H -1.123 -0.593 0.391 -1.265 0.380 -0.480
H -2.670 -0.290 -0.719 1.466 -0.208 0.847
H -1.753 1.608 0.599 0.422 -0.129 -0.481
H -2.156 1.867 -1.084 1.195 -0.124 0.157
H 0.357 1.798 -1.660 -0.090 0.009 1.175
H 0.031 2.987 -0.321 0.349 -1.164 -0.199
H 0.246 -2.820 1.249 0.240 0.555 0.078
H 2.096 -3.170 1.599 -1.650 0.969 -0.096
H 2.880 -1.297 0.821 0.540 0.350 -0.134
H -0.159 0.977 1.680 1.670 -0.004 -1.318
H 1.462 1.914 0.882 1.993 0.855 1.767
H -1.125 -1.815 -1.618 0.022 0.618 -0.078
H 0.185 -0.809 -1.247 -2.405 -0.178 -1.930
```
Forces are in eV/Å.

- HOMO: -0.2787 Eh
- Strongest force on any atom: 5.07 eV/Å
- Energy relative to the best compared isomer or geometry (same formula, charge and spin): 8.148 eV
- Energy: -328.972029 Ha
- Orbital gap: 6.06 eV